No. 1
# C26H20Br2Cl3N2OSSbSe4SiZr

C26H20Br2Cl3N2OSSbSe4SiZr as an isolated structure at a distorted geometry (wB97M-V/def2-TZVPD, the OMol25 dataset).

```
62
C26H20Br2Cl3N2OSSbSe4SiZr wB97M-V/def2-TZVPD
Zr 1.04 -0.01 1.16
Br 1.81 2.58 5.51
C 0.82 0.97 5.35
C 0.03 0.54 6.43
C -0.69 -0.61 6.36
Br -1.73 -1.14 7.86
C -0.70 -1.39 5.18
C -1.44 -2.57 4.95
C -1.39 -3.17 3.73
C -0.62 -2.60 2.70
N 0.10 -1.52 2.89
C 0.10 -0.93 4.11
C 0.92 0.25 4.18
O 1.62 0.55 3.13
H 0.01 1.14 7.33
H -2.06 -2.97 5.74
H -1.96 -4.07 3.52
H -0.58 -3.03 1.71
C -1.01 3.68 -4.72
C -1.66 3.04 -3.48
C -1.25 3.86 -2.25
C -3.19 3.08 -3.62
C -1.21 1.59 -3.35
C -1.37 0.72 -4.45
C -0.95 -0.59 -4.41
C -0.37 -1.06 -3.23
S 0.32 -2.61 -2.89
C 0.79 -2.03 -1.33
N 0.39 -0.83 -1.04
C -0.23 -0.22 -2.13
C -0.65 1.10 -2.19
C 1.59 -2.80 -0.37
C 2.04 -4.09 -0.65
C 2.82 -4.76 0.29
C 3.13 -4.12 1.49
C 2.66 -2.84 1.75
C 1.88 -2.14 0.82
H -1.26 4.75 -4.75
H -1.38 3.24 -5.65
H 0.07 3.57 -4.68
H -1.55 4.90 -2.40
H -0.17 3.82 -2.10
H -1.75 3.50 -1.35
H -3.53 4.11 -3.75
H -3.67 2.67 -2.73
H -3.52 2.50 -4.48
H -1.80 1.09 -5.37
H -1.04 -1.23 -5.28
H -0.44 1.76 -1.35
H 1.81 -4.57 -1.59
H 3.19 -5.75 0.08
H 3.75 -4.63 2.22
H 2.92 -2.38 2.70
Cl -0.74 2.14 1.38
Si -2.06 0.39 1.02
Cl -3.72 1.37 0.12
Cl -2.89 0.20 3.01
Se 2.52 3.42 -3.19
Sb 3.89 1.55 -2.54
Se 2.85 1.15 0.06
Se 6.18 1.99 -2.02
Se 3.30 -0.61 -3.43
```

Output
HOMO-LUMO gap	5.1345	eV
total charge	-2
molar mass	1231.6	g mol⁻¹

***

No. 2
# C3H10NO4

A 3-piece molecular cluster, C3H10NO4 overall at a distorted geometry (wB97M-V/def2-TZVPD, the OMol25 dataset).

```
18
C3H10NO4 wB97M-V/def2-TZVPD
C 2.52 0.37 -0.34
N 1.26 0.24 -0.87
C 0.13 -0.38 -0.33
O 0.15 -1.25 0.46
O -0.94 0.12 -0.80
C 2.89 1.82 0.25
H 2.56 -0.18 0.57
H 3.30 0.25 -1.08
H 1.01 0.82 -1.77
H 3.59 2.27 -0.48
H 3.14 1.70 1.25
H 1.86 2.42 0.40
H -2.48 -2.33 -0.03
H -3.11 -0.90 -0.21
O -3.19 -1.81 -0.37
H -1.57 0.44 0.74
H -1.46 1.26 2.03
O -2.12 0.65 1.60
```

Output
HOMO-LUMO gap (spin up / spin down)	11.0356 / 6.4240	eV
molar mass	124.1	g mol⁻¹
multiplicity	2

***

No. 3
# C6H15N3O

C6H15N3O as an isolated structure at a distorted geometry (wB97M-V/def2-TZVPD, the OMol25 dataset).

```
25
C6H15N3O wB97M-V/def2-TZVPD
C -0.57 2.02 -1.51
C 0.46 1.51 1.59
C -0.68 0.66 1.12
O -0.85 0.94 -0.69
N -1.79 0.78 1.72
H -2.56 0.26 1.30
H -0.64 2.98 -0.98
H -1.31 2.07 -2.32
H 0.43 1.85 -1.95
H 1.02 0.98 2.36
H 1.12 1.80 0.78
H 0.05 2.39 2.08
C 0.75 -1.70 1.46
C -0.25 -1.69 -1.92
N -0.10 -0.98 0.48
C 0.49 -0.88 -0.90
N 1.65 -0.42 -1.14
H -1.00 -1.44 0.38
H 2.08 0.05 -0.35
H 0.19 -1.81 2.38
H 1.63 -1.08 1.62
H 1.12 -2.65 1.07
H -0.04 -2.75 -1.79
H 0.11 -1.41 -2.91
H -1.32 -1.50 -1.88
```

Output
HOMO-LUMO gap (spin up / spin down)	8.9269 / 8.9264	eV
molar mass	145.2	g mol⁻¹

***

No. 4
# C4H10O

A 2-piece molecular cluster, C4H10O overall at a distorted geometry (wB97M-V/def2-TZVPD, the OMol25 dataset).

```
15
C4H10O wB97M-V/def2-TZVPD
C 0.08 1.01 -0.07
C 0.56 0.02 0.65
C 1.78 -0.80 0.32
C -1.29 1.61 0.12
H 0.69 1.56 -0.78
H -0.11 -0.48 1.36
H 1.52 -1.84 0.22
H 2.19 -0.49 -0.64
H 2.56 -0.78 1.08
H -2.00 0.83 0.41
H -1.74 1.96 -0.80
H -1.31 2.40 0.87
H -0.44 -1.76 -0.34
H -1.59 -1.30 -1.19
O -0.88 -1.95 -1.19
```

Output
HOMO-LUMO gap	10.5605	eV
molar mass	74.1	g mol⁻¹
structure (SMILES)	C/C=C/C.O

***

No. 5
# C5H15NO3

A 4-piece molecular cluster, C5H15NO3 overall at a distorted geometry (wB97M-V/def2-TZVPD, the OMol25 dataset).

```
24
C5H15NO3 wB97M-V/def2-TZVPD
C -0.58 -1.45 2.51
C -1.18 -0.40 1.34
C -0.22 0.77 1.07
C 1.01 0.40 0.55
N 2.04 1.30 0.55
C 2.24 2.31 -0.13
H 0.21 -2.05 2.36
H -1.38 -2.07 2.89
H -0.12 -0.81 3.33
H -2.08 -0.02 1.88
H -1.45 -0.82 0.39
H -0.50 1.66 1.54
H 1.33 -0.70 0.35
H 3.23 2.75 -0.26
H 1.49 2.82 -0.69
H -2.03 2.50 -0.03
H -3.06 1.99 -0.98
O -2.79 1.89 -0.16
H 0.86 0.05 -3.10
H 1.77 -0.34 -1.77
O 1.67 0.24 -2.52
H 0.55 -3.52 -2.69
H -0.59 -2.78 -3.36
O -0.43 -3.72 -3.06
```

Output
HOMO-LUMO gap	8.4783	eV
molar mass	137.2	g mol⁻¹
structure (SMILES)	C=N/C=C/CC.O.O.O

***

Question: What is the formula in the fourth record?
Answer: C4H10O

***

Copy entry 5 word for word.
# C5H15NO3

A 4-piece molecular cluster, C5H15NO3 overall at a distorted geometry (wB97M-V/def2-TZVPD, the OMol25 dataset).

```
24
C5H15NO3 wB97M-V/def2-TZVPD
C -0.58 -1.45 2.51
C -1.18 -0.40 1.34
C -0.22 0.77 1.07
C 1.01 0.40 0.55
N 2.04 1.30 0.55
C 2.24 2.31 -0.13
H 0.21 -2.05 2.36
H -1.38 -2.07 2.89
H -0.12 -0.81 3.33
H -2.08 -0.02 1.88
H -1.45 -0.82 0.39
H -0.50 1.66 1.54
H 1.33 -0.70 0.35
H 3.23 2.75 -0.26
H 1.49 2.82 -0.69
H -2.03 2.50 -0.03
H -3.06 1.99 -0.98
O -2.79 1.89 -0.16
H 0.86 0.05 -3.10
H 1.77 -0.34 -1.77
O 1.67 0.24 -2.52
H 0.55 -3.52 -2.69
H -0.59 -2.78 -3.36
O -0.43 -3.72 -3.06
```

Output
HOMO-LUMO gap	8.4783	eV
molar mass	137.2	g mol⁻¹
structure (SMILES)	C=N/C=C/CC.O.O.O